This record from OMol25 describes 2 unconnected molecules or ions with the total composition C3H10NO2. The level of theory is the ωB97M-V functional and the def2-TZVPD basis.

CARTESIAN COORDINATES (ANGSTROEM)
O1 0.5278 -2.5637 0.5823
C1 0.4215 -3.6175 0.0170
O2 0.9934 -4.7579 0.4395
H1 -0.1400 -3.7232 -0.9174
H2 1.9354 -4.5936 0.6180
C2 -0.4722 2.6509 -0.9469
N1 -0.2471 1.2685 -0.4028
C3 -0.3371 1.2037 1.0906
H3 -0.5257 2.6058 -2.0341
H4 0.3329 3.3098 -0.6544
H5 -1.4020 3.0230 -0.5175
H6 -0.9343 0.6546 -0.8380
H7 0.6791 0.9579 -0.6966
H8 -1.2768 1.6433 1.3985
H9 -0.0665 0.1804 1.3611
H10 0.5118 1.7579 1.5007

Its total charge is +1. As for the relative energy (zero: lowest compared OMol25 entry of this formula, charge and spin): 23.47 kcal per mole. For the frontier orbital gap, the calculation gives 10.58 eV. The multiplicity is 1.